The following is a DFT calculation (wB97M-V/def2-TZVPD) of a 9-piece molecular cluster, C37H75Br2IN7O10S2 overall in a non-equilibrium geometry.

Computed properties:
Lowest unoccupied orbital energy: -0.1165 Eh
Calculated total energy: -240333.5156 eV
HOMO level: -0.3776 Ha
Largest force on an atom: 4.14 eV/A
Gap between HOMO and LUMO: 7.1 eV

ORCA input file:
```
! wB97M-V def2-TZVPD RIJCOSX def2/J DEFGRID3
* xyz 1 1
C -4.00713 3.05404 3.53596
C -3.99142 2.47869 2.08764
C -5.13706 1.41497 2.00903
C -2.66282 1.71246 1.77865
C -1.83080 2.29901 0.59862
N -1.53965 1.28344 -0.43015
C -2.68071 0.59767 -1.05513
C -3.51959 1.62845 -1.89014
C -4.96675 1.78952 -1.37031
Br -3.62005 1.00937 -3.75548
C -0.34270 1.02257 -0.79122
N 0.13024 0.07501 -1.72771
C 0.17845 -1.35860 -1.37294
C -0.94699 -1.86528 -0.45084
C -0.56736 -3.20958 0.17776
O 0.44583 -3.80970 -0.08410
O -1.46344 -3.69647 1.07427
C 1.22669 0.67089 -2.49982
Br 0.28743 1.38600 -4.08275
C 2.53753 -0.07185 -2.70287
C 2.53336 -1.35972 -3.58811
C 2.09899 -1.18835 -5.05023
N 2.36323 -2.46604 -5.75483
C 1.50395 1.97283 -1.53010
I 0.11058 3.55186 -2.38190
C 2.81268 2.77855 -1.61648
C 3.61113 3.14128 -0.49951
C 4.72059 3.92262 -0.83056
C 4.95989 4.27521 -2.13535
N 4.26310 3.94126 -3.22092
C 3.21014 3.20879 -2.87372
N 0.84359 1.68305 -0.30010
C 1.54890 0.96664 0.78474
C 0.73731 -0.04847 1.61594
C 1.34807 -0.00677 3.05207
S 0.40223 -1.02162 4.23005
C 1.52084 -2.41204 4.50557
S 3.06702 -2.22823 4.90275
N 0.97963 -3.71254 4.34234
C 0.92128 -4.41565 3.17371
C 0.36850 -5.62599 3.46179
N 0.06951 -5.64679 4.81092
C 0.43270 -4.51664 5.30868
H -3.29361 2.55133 4.19565
H -5.00437 2.85205 3.94823
H -3.90672 4.14499 3.55028
H -4.16474 3.28878 1.36986
H -6.06060 1.95633 1.72169
H -4.91267 0.62345 1.28831
H -5.22795 0.97251 3.00563
H -2.87744 0.64410 1.67499
H -2.03752 1.83284 2.67413
H -0.91381 2.71756 1.01347
H -2.36300 3.13504 0.12841
H -2.33065 -0.14270 -1.77541
H -3.29434 0.04463 -0.33717
H -2.95730 2.56477 -1.91025
H -5.06828 2.62871 -0.67695
H -5.27639 0.84254 -0.92098
H -5.61589 1.96590 -2.23092
H 1.14374 -1.58738 -0.90182
H 0.07632 -1.92200 -2.30571
H -1.29119 -1.17322 0.32173
H -1.81943 -2.08323 -1.08859
H -2.31768 -3.25994 0.93818
H 3.34017 0.56080 -3.08444
H 2.89099 -0.38462 -1.70260
H 3.58066 -1.69421 -3.63425
H 2.00747 -2.20619 -3.13439
H 1.00538 -1.08637 -5.05694
H 2.53785 -0.31823 -5.54873
H 3.25216 -2.34449 -6.22912
H 1.64168 -2.62403 -6.44703
H 3.42650 2.87882 0.53592
H 5.39873 4.25687 -0.05128
H 5.82739 4.91402 -2.32148
H 2.57993 2.90711 -3.71674
H 1.86447 1.73924 1.50033
H 2.44387 0.46000 0.38532
H -0.32226 0.19470 1.74368
H 0.93554 -1.05985 1.24869
H 2.40850 -0.27311 3.00961
H 1.26505 1.03499 3.38977
H 1.26818 -4.09956 2.19901
H 0.18806 -6.44526 2.78230
H 0.31877 -4.24852 6.35166
C 5.88816 0.33883 1.24320
O 4.60417 0.09075 0.66117
H 6.15872 -0.51427 1.85854
H 6.63463 0.46596 0.45969
H 5.84784 1.23622 1.86748
H 4.36006 0.84464 0.11741
C -4.86080 -2.39151 3.86395
O -4.02244 -1.88329 2.81639
H -5.88675 -2.09895 3.65258
H -4.79605 -3.47940 3.89955
H -4.55821 -1.97532 4.82209
H -3.12114 -2.15142 3.01974
C 6.24718 0.42471 -5.24737
O 4.89335 0.36919 -4.78438
H 6.57846 -0.58573 -5.47051
H 6.30771 1.02930 -6.15284
H 6.88923 0.85208 -4.47313
H 4.63040 1.27699 -4.59900
C 9.64690 -0.96839 1.54306
O 8.86431 -0.87954 0.35403
H 9.51657 -0.04755 2.10685
H 9.31593 -1.81251 2.15319
H 10.70334 -1.08893 1.29391
H 8.98981 -1.69883 -0.13258
C 9.36576 0.65054 -7.69624
O 8.09249 0.36127 -8.26744
H 9.64182 -0.17436 -7.04380
H 10.11905 0.75422 -8.48042
H 9.31900 1.57214 -7.10947
H 7.86318 1.09759 -8.84100
C -9.25223 2.12043 2.18047
O -8.18347 1.56153 1.41664
H -9.10545 3.19671 2.24090
H -10.20538 1.91318 1.69514
H -9.25025 1.69905 3.18950
H -8.33545 0.61341 1.37753
C -3.89737 -3.98240 7.35317
O -5.01739 -3.36706 6.71927
H -2.99496 -3.47558 7.01801
H -3.97781 -3.89005 8.43846
H -3.83818 -5.03804 7.07864
H -5.80585 -3.82451 7.02451
C -10.51517 1.39459 -1.68148
O -10.69350 0.89768 -0.35786
H -10.09513 2.39512 -1.61514
H -9.82766 0.75277 -2.23844
H -11.47473 1.44173 -2.20117
H -11.06516 0.01399 -0.43003
*
```

The following is a DFT calculation (wB97M-V/def2-TZVPD) of C37H76BN5O5Si2 as an isolated structure in a non-equilibrium geometry.

Computed properties:
Lowest unoccupied orbital energy: 0.0079 Eh
Calculated total energy: -73713.9058 eV
HOMO level: -0.2976 Ha
Largest force on an atom: 5.51 eV/A
Gap between HOMO and LUMO: 8.3 eV

ORCA input file:
```
! wB97M-V def2-TZVPD RIJCOSX def2/J DEFGRID3
* xyz 0 1
C 10.09327 6.27899 1.55266
C 10.05385 5.50049 0.34849
C 8.57231 5.32463 -0.29392
Si 8.02931 3.48264 -0.41017
C 9.39562 2.61163 -1.47062
C 10.53368 1.97486 -0.51519
C 10.37954 0.40384 -0.30211
C 10.62601 -0.66258 -1.41652
C 10.45804 -2.18871 -1.13936
C 10.02086 -2.63118 0.27621
C 9.73100 -1.58804 1.39215
C 9.91717 -0.07933 1.10044
O 7.98971 2.64093 1.11186
C 8.05332 3.54242 2.21286
N 7.93645 4.38469 3.05852
O 6.58854 3.43696 -1.34047
Si 5.27515 2.59634 -0.57517
C 3.80709 2.66846 -1.84041
O 2.56895 2.12103 -1.33309
C 2.27976 0.80491 -1.84303
C 0.71430 0.53159 -1.47690
C 0.55273 -0.36721 -0.13566
C 4.89988 3.39921 1.11446
C 3.29412 4.01232 1.11233
C 2.59715 4.08828 2.64400
O 2.22489 3.01994 1.49591
B 5.62044 0.65968 -0.32715
N 5.53332 0.12615 1.07364
O 5.96999 -0.23292 -1.40280
H 10.88149 6.08270 2.34959
H 9.35070 7.14191 1.71887
H 10.98901 5.02243 -0.10269
H 8.65752 5.68867 -1.39094
H 7.81310 6.00673 0.21438
H 8.88027 1.75155 -2.02163
H 9.81886 3.35688 -2.22560
H 10.61187 2.47631 0.50891
H 11.53882 2.16642 -1.04543
H 10.94911 -0.32648 -2.45352
H 10.66703 -2.97856 -1.93195
H 9.90019 -3.74062 0.55553
H 9.38335 -1.87051 2.44335
H 9.74102 0.69338 1.91952
H 4.10032 2.03144 -2.76648
H 3.68890 3.74323 -2.25903
H 2.86888 -0.01683 -1.27584
H 2.41364 0.68005 -2.96985
H 0.11163 0.14474 -2.36375
H 0.25102 1.55712 -1.20546
H 1.47755 -0.25368 0.54214
H -0.37756 -0.04905 0.46628
H 0.43589 -1.44924 -0.48036
H 4.92101 2.64963 1.97204
H 5.51813 4.33388 1.33187
H 3.03352 4.89351 0.34337
H 1.47859 4.29831 2.74448
H 2.95230 3.25945 3.36455
H 4.97768 -0.74746 1.08964
H 6.47817 -0.04584 1.46970
H 5.86762 0.20964 -2.27433
C -0.59322 -3.38701 -3.51068
C -2.04078 -3.86386 -3.49609
N -2.76363 -3.52686 -2.27446
C -4.05315 -4.20626 -2.16235
C -5.12925 -3.86410 -3.19272
C -2.77304 -2.11432 -1.90292
C -3.35372 -1.11895 -2.90611
H -0.04010 -3.77588 -2.65158
H -0.09657 -3.74167 -4.41787
H -0.52044 -2.29619 -3.50829
H -2.01677 -4.95450 -3.59697
H -2.54784 -3.47799 -4.39020
H -4.46112 -4.03948 -1.15936
H -3.86926 -5.28538 -2.21356
H -5.58464 -2.89312 -2.99379
H -5.93250 -4.60594 -3.14189
H -4.74810 -3.86923 -4.21602
H -1.74322 -1.81170 -1.68118
H -3.29496 -1.99469 -0.94666
H -3.03022 -1.31507 -3.93086
H -3.02403 -0.10637 -2.65103
H -4.44371 -1.11058 -2.88106
C -4.22667 1.54910 0.86503
C -4.83897 0.32391 1.53334
N -3.98299 -0.29472 2.53933
C -4.46635 -1.60337 2.97797
C -5.80360 -1.65549 3.71696
C -3.50927 0.58282 3.60619
C -4.55723 1.28959 4.46445
H -3.26112 1.31072 0.41072
H -4.89017 1.90850 0.07371
H -4.08746 2.37374 1.56868
H -5.02892 -0.40732 0.73920
H -5.81852 0.59976 1.94596
H -3.70143 -2.07928 3.60094
H -4.54540 -2.24517 2.09295
H -5.71145 -1.30710 4.74628
H -6.15471 -2.69117 3.76485
H -6.58106 -1.07224 3.21843
H -2.86414 1.34749 3.15880
H -2.83619 0.02122 4.26341
H -5.37977 1.69925 3.87397
H -4.09260 2.12639 4.99585
H -4.97110 0.62566 5.22361
C -11.63311 -3.73842 -0.59527
C -11.10837 -2.32604 -0.36633
N -10.20911 -2.20508 0.77647
C -9.92253 -0.81827 1.13855
C -9.16081 0.03433 0.12326
C -9.05271 -3.09608 0.78354
C -8.08351 -3.01399 -0.39364
H -12.13718 -4.12219 0.29559
H -12.35662 -3.73529 -1.41492
H -10.83547 -4.43272 -0.87158
H -11.98131 -1.68761 -0.19152
H -10.64054 -1.96955 -1.29338
H -9.38275 -0.79910 2.09166
H -10.87625 -0.32084 1.34778
H -8.09918 -0.21565 0.09882
H -9.22969 1.08922 0.40698
H -9.56489 -0.05646 -0.88713
H -9.41611 -4.12756 0.85468
H -8.48997 -2.94989 1.71243
H -8.59384 -2.94483 -1.35692
H -7.46167 -3.91489 -0.42116
H -7.40468 -2.16590 -0.29768
*
```

Question: Among the records above, which one has the highest HOMO level?
Answer: C37H76BN5O5Si2